Computed, not measured: C28H48AsN3O10OsS2Si as an isolated structure at a distorted geometry, with the ωB97M-V functional and the def2-TZVPD basis.

Orbital gap (spin up / spin down) ... 7.4 / 4.9 eV
LUMO energy (spin up / spin down) ... -0.494 / -2.886 eV
Molar mass ... 944.08 g mol⁻¹
DFT total energy ... -5424.8027 Ha
⟨S²⟩ ... 6.026
Spin multiplicity ... 5
E_HOMO (spin up / spin down) ... -7.8549 / -7.8227 eV

Last column: Mulliken spin population.
Geometry (Å):
Os -0.01092 -0.84401 -0.19180  3.257
O 4.27926 0.44851 0.86269  -0.003
As 3.08079 -0.72332 1.52082  -0.023
O 2.96678 -0.11339 3.01904  0.024
O 1.65235 -0.23767 0.49758  0.151
C 3.87018 -2.14012 0.43801  0.000
C 4.50311 -1.84009 -0.75954  -0.003
C 4.86930 -2.88644 -1.60039  0.000
C 4.60468 -4.20473 -1.24892  0.001
C 3.99376 -4.50146 -0.03590  -0.001
C 3.62750 -3.45948 0.79194  0.012
S 2.83756 -3.56107 2.37527  0.004
O 2.19090 -4.83736 2.53480  0.001
O 3.86732 -3.22693 3.32316  0.000
O 1.86030 -2.43696 2.18487  0.032
H 4.41256 1.09984 1.56218  0.001
H 4.70457 -0.81137 -1.02152  0.000
H 5.35153 -2.66132 -2.54302  0.000
H 4.86917 -5.00776 -1.92508  0.000
H 3.79262 -5.52045 0.27080  0.000
C 2.55635 3.98526 0.71411  -0.002
C 2.15763 3.88195 -0.75259  0.003
C 3.22137 3.20063 -1.60454  -0.001
C 1.84148 5.26534 -1.31536  -0.002
O 0.97468 3.05795 -0.76692  0.002
Si -0.12169 2.79292 -1.90346  -0.032
S -1.14346 1.00314 -1.22881  0.393
O -1.23952 3.96366 -2.05496  0.015
C -2.27321 4.51184 -1.21594  0.003
C -2.09678 4.13304 0.25303  0.009
C -3.60387 3.98032 -1.74197  0.002
C -2.18577 6.02589 -1.37043  0.000
O 0.54886 2.59772 -3.35431  0.026
C 0.12518 2.73861 -4.71310  -0.001
C -1.33836 2.34067 -4.87833  0.015
C 1.02094 1.81519 -5.53042  -0.002
C 0.33019 4.18856 -5.13887  0.001
H 3.45858 4.59036 0.82380  0.000
H 2.72556 2.99414 1.12318  0.002
H 1.74807 4.45292 1.28061  0.000
H 4.17377 3.72647 -1.52616  0.000
H 2.89410 3.17600 -2.64644  0.000
H 3.35831 2.18626 -1.25128  0.000
H 2.72545 5.90076 -1.25576  0.000
H 1.03201 5.73016 -0.74723  0.000
H 1.52774 5.18588 -2.36025  0.000
H -2.14865 3.05238 0.37809  -0.009
H -2.88339 4.60002 0.84651  0.000
H -1.12569 4.47088 0.62015  -0.001
H -3.60484 2.89031 -1.67320  0.001
H -3.73477 4.26573 -2.78715  0.000
H -4.43351 4.38175 -1.15803  0.000
H -1.25960 6.38908 -0.92245  -0.001
H -3.02939 6.50934 -0.87519  0.000
H -2.18865 6.29317 -2.42791  0.000
H -1.49121 1.31620 -4.52944  -0.002
H -1.62419 2.40438 -5.92850  0.000
H -1.97519 3.00740 -4.29501  -0.005
H 0.89234 0.78463 -5.19485  0.001
H 2.06604 2.09749 -5.39567  0.000
H 0.77117 1.88066 -6.59054  0.000
H -0.26781 4.84887 -4.50765  0.000
H 0.03104 4.31935 -6.17998  0.000
H 1.38157 4.46535 -5.04111  0.000
N -3.76086 -2.34619 -2.08373  0.000
C -2.92400 -1.72842 -1.22686  -0.013
N -3.48059 -1.09999 -0.16585  0.009
O -1.69302 -1.77171 -1.43142  -0.042
H -4.73462 -2.46626 -1.87624  0.000
H -3.35424 -2.90802 -2.81087  0.001
H -4.46536 -0.90440 -0.14802  -0.002
H -2.88166 -0.46497 0.33189  0.004
C 0.06140 -1.56473 4.63159  0.002
N -1.31247 -1.45996 4.17998  0.014
C -2.27082 -2.15829 5.00165  0.000
C -1.57530 -1.33698 2.77378  -0.004
C -1.37122 -2.57597 1.89341  -0.066
C -2.04317 -3.76469 2.15532  -0.027
C -1.81173 -4.90457 1.39719  0.067
C -0.89775 -4.87413 0.35061  -0.030
C -0.24437 -3.69397 0.05576  -0.081
C -0.48896 -2.53816 0.80764  0.300
H 0.09173 -1.39913 5.70952  0.000
H 0.69427 -0.82991 4.13413  -0.002
H 0.50343 -2.54581 4.42133  -0.001
H -2.23572 -1.75578 6.01732  0.000
H -2.06629 -3.23891 5.07147  0.001
H -3.28165 -2.01667 4.61150  0.000
H -0.91171 -0.54717 2.38291  -0.044
H -2.61836 -1.00926 2.67628  0.021
H -2.75835 -3.80787 2.96572  0.000
H -2.33275 -5.82286 1.63741  0.004
H -0.69178 -5.76682 -0.22559  0.003
H 0.49439 -3.68091 -0.74319  0.016

Computed, not measured: an isolated ion of composition C7H12N and charge +1 at a distorted geometry, with the ωB97M-V functional and the def2-TZVPD basis.

Orbital gap ... 7.3 eV
Net charge ... +1
LUMO energy ... -5.933 eV
Molar mass ... 110.18 g mol⁻¹
DFT total energy ... -328.2707 Ha
E_HOMO ... -13.2803 eV

Last column: natural (NBO) charge in e.
Geometry (Å):
C 0.66206 0.40178 2.36337  0.190
C 1.36652 1.11870 0.22421  -0.216
C -0.17566 -0.75263 1.73794  -0.471
C -0.92742 -0.94019 0.25092  -0.493
C -0.61267 -0.09960 -1.07945  0.564
C 0.09248 1.20499 -0.80304  -0.565
C -0.71547 -0.71556 -2.35876  -0.760
N 1.24828 1.23508 1.62587  -0.388
H 2.00159 0.28490 0.04664  0.218
H 1.93189 2.03353 -0.06852  0.248
H 0.59599 -1.44077 1.65570  0.238
H -0.75613 -1.01563 2.53928  0.243
H -1.02538 -1.93119 -0.11081  0.244
H -1.97138 -0.57083 0.42541  0.285
H 0.19403 1.67219 -1.72478  0.244
H 0.78405 0.38276 3.39575  0.211
H -0.52409 1.94300 -0.13551  0.318
H -0.46116 -0.08860 -3.24530  0.274
H -1.73468 -1.28908 -2.54840  0.312
H 0.02716 -1.43287 -2.19052  0.304

Computed, not measured: C24H25BClMnN6O2Si as an isolated structure at a distorted geometry, with the ωB97M-V functional and the def2-TZVPD basis.

Orbital gap (spin up / spin down) ... 8.2 / 7.7 eV
Net charge ... +1
LUMO energy (spin up / spin down) ... -3.433 / -3.408 eV
Molar mass ... 558.79 g mol⁻¹
DFT total energy ... -3334.0878 Ha
⟨S²⟩ ... 1.136
Spin multiplicity ... 2
E_HOMO (spin up / spin down) ... -11.6121 / -11.1121 eV

Last column: Mulliken spin population.
Geometry (Å):
Mn 1.00979 0.12827 -0.25688  1.073
C 1.24159 3.39917 2.55518  0.000
C 0.55038 2.72740 1.54728  0.001
N 1.19001 1.61180 1.20101  -0.020
N 2.29730 1.54821 1.97366  -0.005
C 2.34585 2.60425 2.79567  0.010
B 3.28813 0.37129 1.81983  -0.034
N 2.49757 -0.94846 2.00249  0.003
C 2.63804 -1.94295 2.88721  0.003
C 1.70747 -2.92357 2.59518  0.002
C 1.01084 -2.42130 1.49614  -0.020
N 1.49694 -1.22978 1.14364  -0.021
N 3.83211 0.40391 0.37290  0.001
C 5.08547 0.52248 -0.08937  -0.006
C 5.04368 0.52836 -1.47107  0.006
C 3.68986 0.38529 -1.77448  -0.026
N 2.97105 0.31802 -0.65785  -0.007
H 0.97638 4.32319 3.04048  0.000
H -0.37336 3.00180 1.05934  0.002
H 3.16344 2.72323 3.49193  0.001
H 4.18496 0.45497 2.61849  0.000
H 3.39281 -1.89060 3.65773  0.000
H 1.55864 -3.86473 3.09882  0.000
H 0.20485 -2.86994 0.93332  0.010
H 5.91779 0.60622 0.59309  0.000
H 5.87113 0.61882 -2.15475  0.000
H 3.20338 0.34353 -2.73887  0.003
Cl -4.78613 5.72800 -1.50687  0.000
C -3.68867 4.41244 -1.40757  0.000
C -3.89186 3.43012 -0.44689  0.000
C -3.00968 2.36770 -0.37725  0.000
C -1.93104 2.29987 -1.25393  -0.005
C -1.72623 3.30336 -2.19795  0.001
C -2.61309 4.35758 -2.28563  0.000
C -0.93394 1.23685 -1.15941  0.016
O 0.19680 1.33398 -1.62766  -0.012
O -1.14611 0.13625 -0.42010  0.007
H -4.72772 3.50655 0.23486  0.000
H -3.14953 1.60891 0.38677  0.000
H -0.87140 3.24828 -2.86004  0.001
H -2.47660 5.13958 -3.01978  0.000
C -3.56426 -0.71025 -1.79905  0.000
Si -2.41588 -1.08440 -0.43275  -0.001
C -3.16125 -1.11570 1.23017  0.000
C -1.38098 -2.55421 -0.76060  0.006
C -0.25464 -2.45574 -1.58429  -0.001
C 0.56596 -3.55328 -1.80311  0.016
C 0.25642 -4.77024 -1.20720  0.000
C -0.86869 -4.88971 -0.40075  0.002
C -1.68103 -3.78574 -0.17538  -0.001
H -4.16260 -1.61233 -1.97269  0.000
H -3.03106 -0.48825 -2.72799  0.000
H -4.24591 0.11354 -1.57772  0.000
H -4.01728 -1.80074 1.24605  0.000
H -3.52463 -0.13367 1.54690  0.000
H -2.43001 -1.46264 1.96445  0.000
H -0.00765 -1.51422 -2.07194  -0.008
H 1.44119 -3.46233 -2.43636  0.001
H 0.89322 -5.62920 -1.37501  0.000
H -1.10779 -5.84009 0.06094  0.000
H -2.54405 -3.88917 0.47765  0.000

Computed, not measured: a 11-piece molecular cluster, C5H30NO12 overall at a distorted geometry, with the ωB97M-V functional and the def2-TZVPD basis.

Orbital gap ... 8.8 eV
Net charge ... -1
LUMO energy ... 2.655 eV
Molar mass ... 296.29 g mol⁻¹
DFT total energy ... -1166.1537 Ha
E_HOMO ... -6.1840 eV

Last column: natural (NBO) charge in e.
Geometry (Å):
C -0.25481 -0.54455 0.49685  -0.222
N -0.24064 -0.51068 -0.97799  -0.705
C 0.59323 -1.48434 -1.57972  0.056
O 2.04043 -1.39954 -1.63650  -0.829
C -1.73010 -0.72703 0.96645  -0.410
C -1.84051 -1.03702 2.45737  -0.562
C -1.05918 -2.25855 2.85492  0.435
O -1.50192 -3.00696 3.70300  -0.540
H 0.30324 -1.38538 0.85813  0.188
H 0.04744 0.39420 0.89177  0.187
H -0.08444 0.40617 -1.43931  0.429
H 0.51887 -2.38075 -0.91837  0.173
H 0.34674 -1.59711 -2.63401  0.171
H -2.37800 0.13563 0.62095  0.217
H -2.08776 -1.53121 0.26012  0.210
H -2.90901 -1.23000 2.70634  0.238
H -1.87396 -0.20697 3.15637  0.262
H -0.13783 -2.54047 2.36659  0.133
H -3.21455 2.56818 -1.38398  0.504
H -4.53339 2.13286 -0.55044  0.467
O -4.18385 2.47984 -1.38313  -0.988
H 2.21378 1.54299 1.10275  0.506
H 2.42188 1.18852 2.65735  0.473
O 2.84375 1.40059 1.82962  -0.987
H 0.78336 2.70082 -0.73878  0.520
H 1.12244 3.73581 0.45828  0.467
O 0.63536 2.94011 0.24250  -1.054
H -1.15294 2.80227 -0.83942  0.500
H -1.52183 4.17925 -0.25490  0.482
O -1.84626 3.28889 -0.38327  -0.968
H 1.74004 -4.17121 -0.29895  0.485
H 0.74947 -4.47257 -1.36592  0.468
O 0.82448 -4.48180 -0.40229  -0.944
H 2.69272 -2.07939 -0.11821  0.501
H 4.17428 -2.07123 0.52418  0.473
O 3.32936 -2.52328 0.47803  -1.008
H -0.08102 3.05860 2.71345  0.457
H -0.81754 2.35208 1.59282  0.499
O -0.96026 2.79825 2.43476  -0.960
H 3.61476 1.30326 -0.42531  0.488
H 2.41687 -0.52055 -1.30979  0.511
O 2.99714 0.99914 -1.09185  -1.047
H 1.24861 1.82133 -2.90756  0.471
H 2.06046 1.40069 -1.22194  0.520
O 0.89164 2.05465 -2.04233  -1.261
H -1.62299 -1.64557 -2.54572  0.487
H -2.63874 -1.66705 -3.64907  0.462
O -1.93879 -2.21092 -3.27384  -0.957

Computed, not measured: a 4-piece molecular cluster, CH10O3S2 overall at a distorted geometry, with the ωB97M-V functional and the def2-TZVPD basis.

Orbital gap ... 9.0 eV
LUMO energy ... 0.502 eV
Molar mass ... 134.22 g mol⁻¹
DFT total energy ... -1066.1757 Ha
E_HOMO ... -8.5135 eV

Last column: natural (NBO) charge in e.
Geometry (Å):
C 0.64015 0.61142 2.52875  -0.773
S 0.09833 0.97730 0.86366  0.077
S 1.77760 1.00143 -0.22577  -0.151
H 0.46468 1.48314 3.16788  0.221
H 1.68517 0.39785 2.73232  0.243
H -0.02406 -0.14510 2.91133  0.223
H 2.19700 -0.26089 -0.10741  0.156
H -1.97625 -0.08157 -2.55632  0.470
H -1.97708 1.13175 -1.73600  0.476
O -2.58012 0.57062 -2.21889  -0.941
H -2.72435 -1.26316 -1.03984  0.495
H -2.49154 -2.67797 -1.58364  0.472
O -2.12602 -2.03509 -0.96623  -0.972
H 0.71978 -2.54662 0.59407  0.472
H 0.21073 -2.01076 -0.73770  0.493
O 1.01913 -2.17813 -0.24022  -0.960

Computed, not measured: one molecule with the formula C4H5NOS2 at a distorted geometry, with the ωB97M-V functional and the def2-TZVPD basis.

Orbital gap ... 6.7 eV
LUMO energy ... -1.086 eV
Molar mass ... 147.22 g mol⁻¹
DFT total energy ... -1081.5474 Ha
E_HOMO ... -7.8215 eV

Last column: natural (NBO) charge in e.
Geometry (Å):
C 0.19026 2.02026 -0.01019  0.052
C 0.93393 0.98897 0.18757  0.261
C 1.12607 -0.42763 0.54622  -0.483
C 0.21286 -1.33891 -0.32338  -0.501
N -2.17420 -0.28851 -0.40177  -0.820
O 1.60736 2.24815 0.12473  -0.543
S -3.47656 0.56874 -0.46162  0.265
S -1.47550 -1.40422 0.48721  0.596
H -0.58154 2.59246 -0.29755  0.217
H 2.12221 -0.77784 0.30510  0.240
H 0.91381 -0.65465 1.51443  0.235
H 0.09942 -1.02442 -1.35575  0.253
H 0.50190 -2.50239 -0.31499  0.229